Record 1
The following is a DFT calculation (ωB97M-V with the def2-TZVPD basis set) of an isolated ion of composition C23H21Cl2N2O3 and charge +1.

Last column: natural (NBO) charge in e.
Element x y z (Å)
C1 -0.63 -0.23 3.04  -0.25
O1 -0.95 1.05 2.54  -0.52
C2 -1.09 1.21 1.20  0.23
C3 -1.14 0.17 0.30  -0.17
C4 -1.34 0.38 -1.08  -0.18
C5 -1.36 -0.76 -1.94  -0.01
C6 -1.55 -0.75 -3.29  -0.31
C7 -1.56 -1.89 -4.14  0.08
C8 -1.39 -3.22 -3.71  -0.24
C9 -1.42 -4.26 -4.60  0.08
N1 -1.62 -4.06 -5.91  -0.29
C10 -1.64 -5.16 -6.85  -0.41
C11 -1.79 -2.80 -6.37  0.08
C12 -1.77 -1.73 -5.53  -0.23
C13 -1.49 1.70 -1.54  -0.09
C14 -1.42 2.74 -0.66  -0.26
C15 -1.19 2.54 0.71  0.36
O2 -1.14 3.67 1.44  -0.46
C16 -0.57 3.68 2.72  -0.16
C17 0.80 2.97 2.72  0.67
O3 1.32 2.62 1.68  -0.60
N2 1.29 2.79 3.97  -0.62
C18 2.47 2.14 4.34  0.23
C19 3.38 1.63 3.42  -0.27
C20 4.52 0.99 3.87  -0.19
C21 4.78 0.86 5.23  -0.09
Cl1 6.21 0.06 5.76  0.04
C22 3.88 1.38 6.15  -0.04
Cl2 4.17 1.23 7.84  0.05
C23 2.73 2.02 5.71  -0.28
H1 -1.44 -0.94 2.89  0.18
H2 0.29 -0.61 2.59  0.19
H3 -0.47 -0.10 4.11  0.21
H4 -1.04 -0.84 0.65  0.21
H5 -1.22 -1.71 -1.44  0.20
H6 -1.69 0.20 -3.80  0.21
H7 -1.22 -3.45 -2.66  0.24
H8 -1.28 -5.28 -4.27  0.23
H9 -0.80 -5.08 -7.54  0.23
H10 -1.56 -6.11 -6.32  0.23
H11 -2.57 -5.15 -7.42  0.23
H12 -1.95 -2.69 -7.43  0.24
H13 -1.91 -0.74 -5.94  0.24
H14 -1.65 1.91 -2.58  0.20
H15 -1.51 3.76 -0.99  0.24
H16 -1.23 3.22 3.46  0.21
H17 -0.43 4.74 2.96  0.22
H18 0.74 3.14 4.74  0.40
H19 3.20 1.73 2.37  0.26
H20 5.23 0.59 3.16  0.24
H21 2.04 2.42 6.43  0.22

Computed properties:
orbital gap: 6.07 eV
energy relative to the best compared isomer or geometry (same formula, charge and spin): 0.000 eV
largest force on an atom: 0.964 eV/Å
charge: +1
structure (SMILES): COc1cc(/C=C/c2cc[n+](C)cc2)ccc1OCC(=O)Nc1ccc(Cl)c(Cl)c1

Record 2
The following is a DFT calculation (ωB97M-V with the def2-TZVPD basis set) of C3H7AgClNO6S as an isolated structure.

Last column: natural (NBO) charge in e.
Element x y z (Å)
Ag1 0.86 3.22 3.56  0.95
Cl1 1.09 2.34 1.15  -0.21
C1 0.84 1.85 -2.65  -0.48
N1 -0.59 1.80 -2.23  0.54
O1 -1.14 2.86 -2.06  -0.36
O2 -1.08 0.71 -2.02  -0.40
H1 0.92 2.44 -3.56  0.25
H2 1.19 0.84 -2.79  0.23
H3 1.34 2.37 -1.84  0.22
C2 0.64 -1.15 0.84  -0.09
C3 -0.85 -0.75 0.79  -0.12
O3 -1.51 -1.60 1.73  -0.66
S1 -0.73 -2.99 1.78  2.55
O4 -0.99 -3.72 0.60  -0.86
O5 -0.86 -3.55 3.04  -0.85
O6 0.73 -2.32 1.63  -0.62
H4 1.32 -0.38 1.26  0.22
H5 1.05 -1.37 -0.15  0.24
H6 -1.24 -0.88 -0.22  0.25
H7 -1.00 0.27 1.12  0.21

Computed properties:
orbital gap (alpha / beta): 7.76 / 3.79 eV
2S+1: 2
energy relative to the best compared isomer or geometry (same formula, charge and spin): 0.000 eV
largest force on an atom: 1.279 eV/Å
charge: +1

Record 3
The following is a DFT calculation (ωB97M-V with the def2-TZVPD basis set) of one molecule with the formula C4H3FO2S.

Last column: natural (NBO) charge in e.
Element x y z (Å)
O1 0.20 -0.42 2.43  -0.56
C1 -0.18 -1.34 1.50  0.63
O2 -0.30 -1.16 0.01  -0.54
C2 -0.08 0.16 -0.57  0.12
C3 1.30 0.85 -0.27  -0.33
S1 2.67 0.41 0.52  0.14
C4 -1.12 0.52 -1.26  0.25
F1 -1.04 1.64 -2.00  -0.32
H1 -0.43 -2.46 1.59  0.18
H2 1.12 1.91 -0.67  0.21
H3 -2.14 -0.10 -1.27  0.21

Computed properties:
orbital gap: 8.04 eV
energy relative to the best compared isomer or geometry (same formula, charge and spin): 3.274 eV
largest force on an atom: 9.998 eV/Å
charge: 0
structure (SMILES): O=CO/C(C=S)=C/F

Record 4
The following is a DFT calculation (ωB97M-V with the def2-TZVPD basis set) of an isolated ion of composition C2HBr2N2 and charge +1.

Last column: natural (NBO) charge in e.
Element x y z (Å)
N1 0.08 -2.61 0.00  0.36
N2 0.08 -1.51 -0.03  0.11
C1 -0.18 -0.17 0.01  -0.11
Br1 -2.17 0.02 -0.11  0.19
C2 0.58 0.94 0.07  -0.20
Br2 -0.09 2.59 -0.27  0.36
H1 1.70 0.75 0.33  0.29

Computed properties:
orbital gap: 8.31 eV
energy relative to the best compared isomer or geometry (same formula, charge and spin): 0.812 eV
largest force on an atom: 3.802 eV/Å
charge: +1
structure (SMILES): N#[N+]/C(Br)=C/Br